Molecular formula: C15H23N3O2S
Method: DFT, ωB97M-V with the def2-TZVPD basis set

Summary:
* structure (SMILES): CC(C)CNC(=S)N1CCC(NC(=O)c2ccco2)CC1
* 2S+1: 1
* LUMO: 0.689 eV
* HOMO level: -0.2954 Eh
* calculated total energy: -35329.4925 eV

Geometry (Å):
C  2.345  -0.673  -4.764
C  2.476  0.300  -3.595
C  3.377  1.474  -3.970
C  3.046  -0.409  -2.357
N  2.165  -1.446  -1.856
C  1.849  -1.661  -0.551
S  1.641  -3.225  -0.044
N  1.722  -0.587  0.277
C  1.628  -0.815  1.706
C  0.179  -0.973  2.166
C  -0.622  0.264  1.761
N  -2.008  0.131  2.143
C  -2.664  1.075  2.858
O  -2.153  2.114  3.234
C  -4.067  0.736  3.149
C  -5.009  1.442  3.851
C  -6.185  0.661  3.828
C  -5.876  -0.459  3.117
O  -4.603  -0.427  2.702
C  -0.483  0.485  0.252
C  0.996  0.599  -0.137
H  1.969  -0.155  -5.643
H  1.654  -1.477  -4.523
H  3.313  -1.105  -5.010
H  1.479  0.684  -3.354
H  2.982  1.992  -4.839
H  3.449  2.184  -3.149
H  4.378  1.121  -4.207
H  4.011  -0.858  -2.627
H  3.231  0.311  -1.558
H  2.210  -2.314  -2.373
H  2.198  -1.712  1.949
H  2.085  0.046  2.204
H  0.149  -1.108  3.247
H  -0.244  -1.861  1.693
H  -0.250  1.147  2.294
H  -2.501  -0.701  1.859
H  -4.861  2.394  4.316
H  -7.127  0.899  4.278
H  -6.457  -1.320  2.849
H  -1.009  1.394  -0.042
H  -0.926  -0.361  -0.280
H  1.071  0.727  -1.214
H  1.442  1.466  0.360

Listed below, in e, are the Löwdin charges computed for each atom: atom 1 (C): -0.076, atom 2 (C): -0.432, atom 3 (C): -0.077, atom 4 (C): -0.182, atom 5 (N): -0.011, atom 6 (C): -0.836, atom 7 (S): 0.651, atom 8 (N): -0.125, atom 9 (C): -0.198, atom 10 (C): -0.126, atom 11 (C): -0.315, atom 12 (N): 0.113, atom 13 (C): -0.431, atom 14 (O): 0.073, atom 15 (C): -0.185, atom 16 (C): 0.010, atom 17 (C): -0.050, atom 18 (C): -0.108, atom 19 (O): 0.044, atom 20 (C): -0.099, atom 21 (C): -0.142, atom 22 (H): 0.078, atom 23 (H): 0.071, atom 24 (H): 0.083, atom 25 (H): 0.125, atom 26 (H): 0.077, atom 27 (H): 0.076, atom 28 (H): 0.081, atom 29 (H): 0.134, atom 30 (H): 0.118, atom 31 (H): 0.099, atom 32 (H): 0.085, atom 33 (H): 0.129, atom 34 (H): 0.124, atom 35 (H): 0.094, atom 36 (H): 0.151, atom 37 (H): 0.147, atom 38 (H): 0.119, atom 39 (H): 0.103, atom 40 (H): 0.123, atom 41 (H): 0.124, atom 42 (H): 0.127, atom 43 (H): 0.099, atom 44 (H): 0.134

Molecular formula: C3H4N2O
Method: DFT, ωB97M-V with the def2-TZVPD basis set

Summary:
* structure (SMILES): Oc1ccn[nH]1
* 2S+1: 1
* LUMO: 0.640 eV
* HOMO level: -0.3445 Eh
* calculated total energy: -8202.3032 eV

Geometry (Å):
O  -2.010  0.226  0.405
C  -0.678  0.048  0.225
C  0.396  0.878  0.291
C  1.497  0.015  0.011
N  1.123  -1.208  -0.280
N  -0.239  -1.206  -0.121
H  -2.160  0.377  1.348
H  0.381  1.948  0.419
H  2.550  0.270  0.007
H  -0.736  -1.537  -0.935

Listed below, in e, are the Löwdin charges computed for each atom: atom 1 (O): 0.067, atom 2 (C): -0.399, atom 3 (C): -0.012, atom 4 (C): -0.169, atom 5 (N): 0.017, atom 6 (N): 0.020, atom 7 (H): 0.120, atom 8 (H): 0.101, atom 9 (H): 0.100, atom 10 (H): 0.155

Molecular formula: ClH20O14
Method: DFT, ωB97M-V with the def2-TZVPD basis set

Summary:
* charge: -1
* 2S+1: 1
* LUMO: 2.423 eV
* HOMO level: -0.2724 Eh
* calculated total energy: -41507.2174 eV

Geometry (Å):
Cl  -0.843  -0.600  0.029
O  -1.849  -0.114  0.985
O  0.208  -1.344  0.853
O  -1.514  -1.541  -0.926
O  -0.264  0.500  -0.775
O  -3.728  1.663  -0.078
H  -3.124  2.187  -0.564
H  -3.213  0.925  0.202
O  2.561  -2.538  -0.497
H  2.762  -3.312  -1.030
H  1.639  -2.685  -0.217
O  1.174  -1.106  3.793
H  2.057  -1.495  3.824
H  0.561  -1.608  3.243
O  2.511  0.013  -0.625
H  1.725  -0.007  -1.198
H  2.598  -0.955  -0.468
O  -1.406  2.648  -1.745
H  -0.549  3.007  -1.874
H  -1.940  3.205  -2.339
O  -2.432  0.248  -2.872
H  -1.855  0.979  -2.574
H  -2.432  -0.350  -2.130
O  3.070  0.091  1.994
H  2.502  -0.124  2.752
H  2.500  0.111  1.252
O  -0.679  -2.273  -3.178
H  -0.163  -3.029  -3.034
H  -0.968  -2.085  -2.272
O  1.157  2.622  0.267
H  1.015  1.790  -0.162
H  0.280  2.848  0.519
O  -0.631  1.085  3.069
H  0.149  0.757  3.456
H  -0.879  0.486  2.322

Listed below, in e, are the Löwdin charges computed for each atom: atom 1 (Cl): 0.875, atom 2 (O): -0.330, atom 3 (O): -0.341, atom 4 (O): -0.354, atom 5 (O): -0.338, atom 6 (O): -0.036, atom 7 (H): -0.027, atom 8 (H): -0.033, atom 9 (O): -0.034, atom 10 (H): 0.066, atom 11 (H): 0.048, atom 12 (O): -0.059, atom 13 (H): 0.055, atom 14 (H): 0.044, atom 15 (O): -0.093, atom 16 (H): 0.028, atom 17 (H): -0.022, atom 18 (O): -0.046, atom 19 (H): 0.035, atom 20 (H): 0.084, atom 21 (O): -0.073, atom 22 (H): -0.008, atom 23 (H): -0.025, atom 24 (O): -0.056, atom 25 (H): -0.009, atom 26 (H): -0.047, atom 27 (O): -0.056, atom 28 (H): -0.016, atom 29 (H): -0.055, atom 30 (O): -0.034, atom 31 (H): -0.041, atom 32 (H): 0.010, atom 33 (O): -0.062, atom 34 (H): -0.031, atom 35 (H): -0.017

Molecular formula: C5H10O2
Method: DFT, ωB97M-V with the def2-TZVPD basis set

Summary:
* 2S+1: 1
* LUMO (alpha / beta): 0.433 / 0.433 eV
* HOMO level (alpha / beta): -0.2778 / -0.2778 Eh
* calculated total energy: -9436.9565 eV

Geometry (Å):
O  1.990  0.187  1.344
C  2.052  -0.431  0.068
C  0.634  -0.868  -0.320
C  -0.228  0.359  -0.433
C  -2.368  0.223  -0.679
O  -2.231  1.158  0.323
C  -0.955  0.776  0.830
H  2.863  0.543  1.553
H  2.706  -1.318  0.087
H  2.435  0.265  -0.693
H  0.286  -1.600  0.432
H  0.714  -1.376  -1.288
H  -1.115  0.401  -1.278
H  -2.616  -0.795  -0.355
H  -3.022  0.589  -1.483
H  -0.476  1.614  1.341
H  -1.093  -0.047  1.560

Listed below, in e, are the Löwdin charges computed for each atom: atom 1 (O): -0.067, atom 2 (C): -0.274, atom 3 (C): -0.213, atom 4 (C): -0.067, atom 5 (C): -0.094, atom 6 (O): -0.140, atom 7 (C): -0.247, atom 8 (H): 0.092, atom 9 (H): 0.115, atom 10 (H): 0.119, atom 11 (H): 0.115, atom 12 (H): 0.117, atom 13 (H): 0.088, atom 14 (H): 0.105, atom 15 (H): 0.112, atom 16 (H): 0.119, atom 17 (H): 0.121